1.
This record from the OMol25 dataset describes a molecular structure, C23H50N2NiO2P3 at a distorted geometry. The level of theory is ωB97M-V/def2-TZVPD.

The strongest force on any atom is 0.1392 Eh/bohr. The electronic energy is -100639.63145 eV. The value obtained for the gap between HOMO and LUMO (spin up / spin down) is 8.2 / 7.9 eV. As for the LUMO energy (spin up / spin down): -2.23 / -2.93 eV. As for the spin multiplicity: 3. As for the total charge: +1.

Structure (XYZ):
```
81
C23H50N2NiO2P3 ωB97M-V/def2-TZVPD
H 4.02984 0.16300 -0.09996
H -0.66867 -3.47747 1.40059
H -1.55336 1.49135 5.30117
C 3.81111 -0.57191 -0.88295
H -2.26997 2.24148 -1.71484
H -2.04326 -0.35596 -3.94531
H -2.86827 0.46251 3.52590
H -2.54089 -2.49455 1.50656
H -3.77949 1.41548 -1.02191
C 1.51146 1.59051 -3.57859
N 0.30981 1.22844 -3.08946
H 3.60881 -0.93186 2.15343
H -2.70288 1.34121 1.97632
H -2.92640 0.96290 -3.94717
C 2.42339 1.40894 1.75327
C -2.65293 1.37670 -1.09934
C -2.41895 1.32486 3.03079
H -2.85422 2.21374 3.49528
H 0.01114 -2.18033 0.40041
C -0.67347 1.15892 4.75493
C 1.79583 0.25055 2.58903
C -0.92227 1.40200 3.27566
H 3.52116 1.44619 1.88739
H 0.15956 1.73212 5.13925
H 3.55609 0.91901 -3.38469
H 0.61363 2.98280 -6.51214
H -2.34017 -0.82867 0.96675
C -2.04613 0.51549 -3.56101
C 2.15144 -1.61072 -2.88829
H 1.88793 1.54753 4.34931
P -2.20915 -0.27430 -1.84779
H -4.50875 -1.13110 -2.63256
C -0.07798 -2.56556 1.41964
H -2.95543 -1.19661 2.59487
N -0.15895 0.51037 0.64494
C -0.77515 -2.08599 3.77013
H 0.90328 -2.84902 1.78854
H 2.27863 -1.88810 2.87462
H -1.14600 -3.10491 3.74723
C -0.65056 1.84358 -5.16870
H 3.05160 -1.65046 -3.52241
H -1.44144 -1.53356 4.43223
C 2.17042 0.53622 4.05010
H 3.80715 -1.54180 -0.38033
H -2.08365 -2.36781 -5.11474
P 2.21598 -0.24369 -1.67206
H -1.15223 -2.33629 -3.86867
O -0.60307 -2.46605 -2.29347
O -1.20776 -2.02017 -4.77875
H -2.13493 1.34094 -0.10395
H -1.41662 -1.79975 -2.08229
H 1.73445 -0.18782 4.74295
H 0.21778 -2.11071 4.21741
H 2.20771 -1.34111 1.14400
H -0.80743 -3.43244 -2.17434
H 3.26832 0.48368 4.18479
H -1.54034 1.91089 -5.71455
H 3.00354 2.00607 -2.02320
C 1.67452 2.25161 -4.81758
C 2.69424 1.20332 -2.74017
H -4.04420 -1.35404 -0.83693
C -3.71639 -1.35030 -1.89178
C -2.24465 -1.49856 1.82893
C -0.74806 1.22045 -3.90908
C -0.41872 2.78042 2.83726
Ni 0.40941 0.90357 -0.94184
H -1.10791 3.52320 3.25488
H -0.42495 2.90581 1.74814
H 1.23926 -1.55490 -3.50101
C 2.50313 -1.06021 2.17317
H 2.21726 1.24134 0.68054
H 1.98490 2.37933 2.00922
P 0.00548 0.14038 2.19105
H 4.63179 -0.59255 -1.60956
H -0.51969 0.11697 5.02345
C -0.82268 -1.61777 2.32903
C 0.54154 2.43298 -5.58593
H 2.08710 -2.55974 -2.34158
H 0.57605 3.02765 3.21688
H 2.66864 2.59853 -5.07824
H -3.30536 -2.36624 -2.05289
```

How positive or negative is each atom? The Löwdin charges in e answer that: 0.0319, 0.0894, 0.0935, -0.2612, 0.0578, -0.0513, 0.0719, 0.0899, 0.0651, -0.3157, 0.0510, 0.0990, 0.0674, 0.1006, -0.0996, -0.2749, -0.0876, 0.0944, 0.0633, -0.0839, -0.5928, -0.5992, 0.0988, 0.0680, 0.1084, 0.1184, 0.0439, -0.2576, -0.2356, 0.0649, 0.9068, 0.0620, -0.0987, 0.0714, -0.3174, -0.0741, 0.0598, 0.0858, 0.0923, 0.0141, 0.0636, 0.0748, -0.0855, 0.0474, 0.0851, 0.8703, -0.0459, -0.2107, -0.0919, -0.0343, -0.0859, 0.0785, 0.0807, 0.0450, 0.0920, 0.1019, 0.1036, 0.1080, 0.0003, -0.2737, 0.0442, -0.2307, -0.0917, -0.2433, -0.0852, 0.3713, 0.0937, 0.0739, 0.0289, -0.1017, 0.0046, 0.0633, 0.9539, 0.0615, 0.0559, -0.5940, -0.0230, 0.0490, 0.0665, 0.1227, 0.0366

2.
This record from the OMol25 dataset describes a single C25H38BrF10IN2O5S2 molecule at a distorted geometry. The level of theory is ωB97M-V/def2-TZVPD.

The strongest force on any atom is 0.0478 Eh/bohr. The electronic energy is -166743.30569 eV. The value obtained for the gap between HOMO and LUMO is 8.5 eV. As for the LUMO energy: -0.48 eV. As for the total charge: 0.

Structure (XYZ):
```
84
C25H38BrF10IN2O5S2 ωB97M-V/def2-TZVPD
H -5.08037 -0.24901 -4.01733
H 4.73000 -0.83778 2.59916
C 2.99578 0.73059 3.92592
H -0.50762 -1.63381 2.73496
S 4.41801 3.38213 -4.26193
C 0.24427 1.96458 -1.95463
F -2.74828 0.62273 -0.62527
H 0.88144 1.03909 2.73586
C 0.66212 0.10062 3.22858
C 5.23349 -1.08318 3.52645
C -2.94492 -0.67766 -0.21761
C 2.02226 1.76516 -3.81514
C 5.25040 0.10972 4.46043
H -0.10436 0.27207 3.97396
H -5.71894 0.31807 -0.13298
C 2.52884 3.17572 -4.21297
C -1.61358 -1.29759 0.35678
H -2.74975 -3.57555 -0.84095
C -1.01682 -2.30286 -0.64847
H -0.71213 -4.50397 -2.21715
H -0.91862 0.18990 -1.67356
C -6.39313 -0.70303 1.57865
C 0.11899 -0.91866 2.20609
F 2.05978 4.06796 -3.30565
O -1.43493 0.83402 1.69680
C -1.10623 -4.82130 -1.25947
H -1.91500 -5.51307 -1.48763
H 1.02661 2.50029 -1.43664
F 4.46168 3.23036 -2.69305
H -0.71072 2.47391 -1.87028
H 4.57025 2.56286 5.07802
C 0.31707 0.48618 0.14725
H 3.24253 2.09444 6.13124
C -0.67900 -0.26416 1.04808
F 2.01867 3.49018 -5.42289
H -1.69944 -3.92849 0.57737
H 0.98619 -1.43616 1.82392
C 0.04634 0.56110 -1.35796
H 3.51079 0.77427 2.97066
C -3.68603 -0.92899 -2.51625
H -3.09217 -1.09735 -4.54147
F 4.25184 4.95316 -4.10572
H -0.38929 -5.37852 -0.67582
C -5.04797 -0.48080 -2.96142
I -6.94779 -2.77420 2.05653
H -1.79794 -1.46075 -3.42174
C 0.52167 1.84255 -3.45524
F 4.62195 1.83070 -4.45828
H 2.52058 1.68748 4.08913
N 4.01783 0.51868 5.00327
H 0.42337 1.49608 0.52603
H 0.77488 -0.07383 -1.85435
F 4.42733 3.56129 -5.83453
C 4.20767 1.78425 5.74434
C -5.46689 -0.60591 0.37260
C -4.04918 -0.62896 0.89201
C 1.95648 -0.38580 3.91235
N -3.46490 -1.40775 -1.35189
O 6.31520 0.65279 4.74601
H 1.75670 -0.65243 4.94126
O -2.73352 1.36587 3.67451
H -5.80176 -1.20689 -2.68714
H -5.67985 -1.46736 -0.23821
H -5.24611 0.45122 -2.43564
F 2.72498 1.28151 -2.76641
H 0.08064 2.66618 -4.00566
H 4.73631 -1.90871 4.02555
S -2.61627 0.34202 2.68047
C -2.64288 -0.80977 -3.59418
H -3.95962 -1.46558 1.58471
H -1.96180 -1.93692 1.16017
C -1.73613 -3.65617 -0.47293
H 4.87457 1.64560 6.58087
H 6.25846 -1.34512 3.32069
O -3.89458 0.57542 1.67012
H 0.07772 0.93931 -3.85671
H 1.28951 0.03206 0.28568
H -1.18215 -2.01000 -1.66918
H 2.38697 -1.22647 3.37753
F 2.16586 0.92634 -4.87302
H -2.34329 0.22884 -3.71394
F 5.97828 3.56610 -4.25406
Br 0.90813 -2.64807 -0.49132
O -6.80846 0.20919 2.24263
```

How positive or negative is each atom? The Löwdin charges in e answer that: 0.0755, 0.0718, -0.1782, 0.1193, 0.7615, -0.1505, 0.0755, 0.1042, -0.1648, 0.0041, -0.3664, -0.4613, -0.4911, 0.1017, 0.1314, -0.4159, -0.1729, 0.0994, -0.5747, 0.0637, 0.0766, -0.7577, -0.1657, 0.1147, -0.2667, -0.1456, 0.0702, 0.1141, -0.1189, 0.1211, 0.0934, -0.1185, 0.0842, -0.4098, 0.1275, 0.1124, 0.0424, -0.1966, 0.1169, -0.3276, 0.0862, -0.1283, 0.0570, -0.0112, 0.7576, 0.0732, -0.0725, -0.1185, 0.1134, -0.0939, 0.1226, 0.0839, -0.1282, -0.0673, -0.1649, -0.2976, -0.1548, 0.1222, 0.0557, 0.1163, -0.3396, 0.0919, 0.0753, 0.0928, 0.1137, 0.1237, 0.0874, 0.9552, -0.0092, 0.1242, 0.1120, -0.2776, 0.0848, 0.0809, -0.2458, 0.1168, 0.0931, 0.0526, 0.0962, 0.1133, 0.0952, -0.1072, 0.8737, 0.0475

3.
This record from the OMol25 dataset describes a molecular structure, C47H66BrIN9P2PbS. The level of theory is ωB97M-V/def2-TZVPD.

The strongest force on any atom is 0.0092 Eh/bohr. The electronic energy is -176023.88980 eV. The value obtained for the gap between HOMO and LUMO is 8.1 eV. As for the LUMO energy: -2.04 eV. As for the total charge: +1. The value obtained for the energy above the lowest of the compared OMol25 structures with the same formula, charge and spin is 0.00 kJ/mol.

Structure (XYZ):
```
128
C47H66BrIN9P2PbS ωB97M-V/def2-TZVPD
H 5.12023 0.29485 2.38844
N 3.36056 -1.74575 2.07385
H 1.71999 -4.45362 2.53444
H 1.08529 -7.20407 -0.51772
C 1.90258 -4.78602 1.51436
Pb 1.59077 0.70143 -1.03573
H -0.16407 -5.30738 1.31032
H -0.68707 -1.06988 -5.83558
N 0.84071 -2.07923 2.46900
H -1.87334 -2.17015 5.23184
C -3.32154 4.73348 -3.26577
H -2.09915 0.32087 1.78978
H 0.24758 0.41451 -5.65020
C -0.52069 -2.40236 2.05340
C 0.80511 -5.76203 1.09689
N -0.20296 0.65336 -3.14407
C 1.66290 -2.01772 -3.53710
C -2.46292 -0.58053 -2.10581
C -1.35120 -2.85872 3.24378
H 4.23682 -0.86483 0.40217
H 0.60926 -2.27434 5.13538
H 0.32647 -0.11802 3.00091
H -1.04625 -1.92112 -1.16144
C 2.00112 -5.33593 -1.09640
H -4.41449 -0.48154 1.95712
N -2.01312 -0.73523 -3.48618
H 5.00365 -2.37399 0.91395
H -2.87582 -3.59510 -5.17369
H 2.98098 2.91187 5.03547
C -4.09154 6.93883 -2.67157
H 0.87323 -6.65329 1.72354
C -1.75081 5.08553 1.20760
C -4.51809 4.50368 -3.92818
C 3.22702 2.35914 1.73118
H 4.71396 2.69087 3.23282
C -0.89408 4.35291 0.38738
C -2.80743 -1.60212 -4.35075
H -6.04512 7.46918 -3.38942
H 0.58825 2.69407 4.42703
H -1.87976 -0.91767 4.00262
H 2.63158 -3.27975 -1.31320
H -1.24037 -2.96591 -4.99580
C 2.69344 2.71727 4.01057
C -2.12678 -1.77269 -1.22877
H 0.70012 4.46271 -1.04301
C 1.85788 -3.85216 -0.79981
C 5.56338 -0.66636 2.10667
H -1.49404 0.49528 -5.94191
C 5.93510 -1.43948 3.36667
C 0.83464 -0.98514 3.44093
N 1.93611 -3.60925 0.64514
S 3.85877 -2.63472 -4.59806
H -3.79788 -1.66959 -3.89899
H -6.41821 5.29782 -4.50066
H -0.04741 -5.92640 -0.89309
H -3.91941 7.88390 -2.17569
C 2.20776 -2.97728 -4.32465
H -2.18980 6.12941 -2.09979
H -2.12908 -3.51486 -3.57771
H -0.48520 -3.17531 1.28602
H 0.10789 -0.61192 5.43446
C -5.27976 6.70666 -3.34831
Br -4.89922 2.85973 -4.78497
H 2.87371 -5.29382 1.50973
C 1.02278 2.34495 2.34452
P -0.85069 2.52783 0.37897
C 0.09061 -1.41638 4.69594
C -4.19986 0.42568 1.40707
H -2.01002 0.32647 -1.70931
C 1.36459 2.59720 3.67978
N 2.52275 -1.02147 -3.14807
N -0.30468 2.18174 1.98867
H -0.97336 -1.51363 1.59569
C -1.68654 6.46933 1.22704
C -1.34280 -1.80817 4.35022
H 6.44815 -0.46029 1.50070
C -5.49421 5.49050 -3.97509
C 0.90427 -6.13556 -0.39738
C 3.70244 -2.56153 3.24507
H -6.24454 0.77301 0.85809
H 4.16875 -3.50566 2.92553
N 1.94085 2.23295 1.38651
H -2.48231 4.57612 1.82461
C -2.59521 2.05475 0.62195
H -3.43133 3.67990 -0.51675
C -3.11707 5.95516 -2.63020
C -0.75957 7.13319 0.43276
H 2.98844 -5.68031 -0.77790
C -2.89358 0.88364 1.31790
H -2.58399 -2.69134 -1.59811
C -2.22678 -3.00002 -4.53198
H 0.82895 6.92730 -0.99456
C -3.63482 2.76110 0.01857
C -0.70592 -0.06032 -5.43089
H 6.62373 -0.86550 3.98815
H -2.35888 7.03159 1.86115
H -0.95504 2.37442 2.74066
N 1.78500 -1.07610 0.01993
H 1.73560 -3.85240 -4.73526
H 2.79384 -2.81573 3.78767
H -0.70935 8.21363 0.45114
C -5.22517 1.12883 0.79165
H -2.37336 -3.06318 2.91455
P 1.95313 -2.04313 1.21231
H 4.18273 -0.89326 4.49666
H 3.94149 2.26218 0.92091
C 0.10380 6.41245 -0.37903
H -5.73370 2.85680 -0.37573
C 0.03319 5.02639 -0.40174
H -3.54369 -0.41614 -2.12977
H -0.93832 -3.79746 3.62449
H 0.89452 -3.49841 -1.19314
H 0.64218 -2.00021 -3.18971
H -2.94717 -1.12289 -5.32007
H 4.91395 -2.41293 5.01544
H -2.50631 -1.60096 -0.22268
C -4.93876 2.29758 0.10036
C 4.67372 -1.80502 4.14109
H 1.85726 -0.68381 3.66283
H 0.50498 1.12740 -3.69730
C -0.95031 -0.04419 -3.94704
I -1.83310 3.28743 -3.10993
H 4.55064 -0.58266 -3.46463
C 3.66113 2.59604 3.01561
C 3.70866 -1.23398 -3.63745
C 4.54796 -1.43798 1.27525
H 6.45646 -2.35979 3.08213
H 1.95363 -5.48716 -2.17721
```

Löwdin atomic charge list, values in e, 99 entries: 0.0857, -0.2030, 0.0987, 0.1069, -0.2122, 1.1017, 0.0934, 0.0751, -0.2024, 0.1123, -0.7254, 0.0688, 0.0885, -0.2231, -0.1636, -0.0828, -0.2912, -0.2036, -0.1711, 0.0785, 0.1155, 0.0954, 0.0551, -0.1851, 0.1066, -0.0722, 0.1248, 0.0828, 0.1148, -0.0725, 0.1122, -0.0911, -0.7395, -0.1598, 0.1063, -0.3934, -0.1981, 0.1101, 0.1161, 0.1027, 0.0913, 0.0575, -0.0531, -0.0558, 0.0871, -0.2249, -0.1834, 0.0956, -0.1986, -0.2111, -0.1908, 1.0403, 0.1246, 0.1007, 0.1060, 0.1086, -0.3955, 0.0787, 0.0627, 0.0967, 0.1123, -0.0728, 0.7043, 0.1160, -0.4165, 0.9490, -0.1705, -0.0786, 0.0624, -0.0167, -0.0933, -0.1301, 0.0894, -0.0710, -0.1961, 0.1140, -0.1314, -0.1807, -0.2184, 0.1074, 0.1209, 0.0160, 0.1088, -0.3811, 0.0692, -0.1485, -0.0789, 0.1161, -0.1158, 0.0699, -0.0614, 0.1092, -0.1260, 0.0029, 0.1102, 0.1080, 0.1061, -0.4294, 0.0726

4.
This record from the OMol25 dataset describes a molecular structure, C5H8O. The level of theory is ωB97M-V/def2-TZVPD.

The strongest force on any atom is 0.0119 Eh/bohr. The electronic energy is -7356.99131 eV. The value obtained for the gap between HOMO and LUMO is 8.0 eV. As for the LUMO energy: 0.44 eV. As for the total charge: 0. The value obtained for the energy above the lowest of the compared OMol25 structures with the same formula, charge and spin is 507.89 kJ/mol.

Structure (XYZ):
```
14
C5H8O ωB97M-V/def2-TZVPD
H -2.34193 -0.38616 0.38802
H 2.92341 1.53334 0.01808
C -0.13155 1.04394 -0.55126
C -0.13498 -0.28349 0.02484
C 2.14788 1.13046 0.68821
H 0.79381 -0.42982 0.57635
C -1.41058 -0.93241 0.50349
O 0.79587 1.83426 -0.34538
H 2.04022 1.89969 1.47629
H -0.96856 1.35584 -1.21073
H -1.21396 -1.27935 -1.67899
H -1.31035 -1.46441 1.44350
H -0.13982 -2.35267 -0.65488
C -0.74208 -1.45145 -0.71540
```

How positive or negative is each atom? The natural (NBO) charges in e answer that: 0.2167, 0.1260, 0.4886, -0.4057, -0.4887, 0.3156, -0.3822, -0.4428, 0.1241, 0.1509, 0.2165, 0.2326, 0.2329, -0.3844